1.
Computed, not measured: a 2-piece molecular cluster, C30H31BClFO2S overall, with ωB97M-V/def2-TZVPD.

Each line ends with the Mulliken charge.
Positions of all 67 atoms, in Å:
C: 7.65 1.11 1.24  -1.225
C: 6.19 0.98 1.01  0.566
C: 5.37 1.85 0.32  -0.689
C: 4.00 1.40 0.26  -1.131
C: 3.80 0.19 0.88  0.444
B: 2.38 -0.57 1.22  1.394
C: 2.11 -1.65 -0.02  0.385
C: 1.45 -1.21 -1.16  -0.211
C: 1.28 -2.06 -2.26  -1.184
C: 1.78 -3.37 -2.19  0.202
Cl: 1.56 -4.44 -3.53  -0.217
C: 2.46 -3.81 -1.05  -0.816
C: 2.61 -2.94 0.04  -0.590
O: 2.56 -1.21 2.48  -0.640
C: 2.00 -0.33 3.46  2.003
C: 1.41 -1.24 4.54  -1.777
C: 3.10 0.55 4.04  -2.092
C: 0.94 0.53 2.59  1.512
C: -0.34 -0.23 2.38  -1.443
C: 0.62 1.92 3.12  -2.074
O: 1.53 0.59 1.30  -0.564
S: 5.29 -0.41 1.54  -0.282
H: 8.02 2.06 0.84  0.341
H: 7.86 1.08 2.31  0.266
H: 8.19 0.30 0.74  0.269
H: 5.72 2.78 -0.10  0.322
H: 3.23 1.97 -0.25  0.489
H: 1.07 -0.19 -1.21  0.486
H: 0.78 -1.73 -3.16  0.429
H: 2.82 -4.84 -1.00  0.435
H: 3.13 -3.29 0.94  0.424
H: 0.81 -0.65 5.24  0.307
H: 0.81 -2.04 4.10  0.158
H: 2.24 -1.69 5.10  0.501
H: 2.70 1.11 4.89  0.407
H: 3.92 -0.07 4.42  0.422
H: 3.50 1.25 3.29  0.346
H: -0.96 -0.29 3.28  0.469
H: -0.94 0.21 1.57  0.517
H: -0.08 -1.25 2.06  -0.424
H: 0.10 1.83 4.09  0.337
H: 1.53 2.51 3.27  0.413
H: -0.06 2.43 2.43  0.420
F: -4.95 1.14 -0.07  -0.318
C: -4.16 0.08 0.28  0.501
C: -4.11 -0.27 1.63  -0.699
C: -3.22 -1.26 1.99  -0.327
C: -2.43 -1.97 1.02  0.903
C: -1.40 -2.82 1.56  -1.155
C: -0.91 -4.06 1.06  1.575
C: -0.77 -5.12 2.00  -0.517
C: -0.54 -6.42 1.57  -0.771
C: -0.37 -6.67 0.20  -0.404
C: -0.40 -5.62 -0.73  -0.921
C: -0.64 -4.32 -0.31  0.436
C: -2.65 -1.68 -0.35  0.032
C: -3.49 -0.63 -0.72  -0.970
H: -4.73 0.23 2.38  0.426
H: -3.15 -1.56 3.04  0.408
H: -1.32 -2.74 2.65  0.323
H: -0.95 -4.90 3.06  0.376
H: -0.47 -7.22 2.32  0.390
H: -0.18 -7.70 -0.13  0.411
H: -0.19 -5.82 -1.78  0.397
H: -0.58 -3.49 -1.01  0.093
H: -2.16 -2.27 -1.12  0.447
H: -3.61 -0.35 -1.77  0.461

Properties
Highest occupied orbital energy = -6.427 eV
Net charge = 0
Kohn-Sham gap = 3.026 eV
Energy relative to the best compared isomer or geometry (same formula, charge and spin) = 329.8 kJ/mol
Lowest unoccupied orbital energy = -3.40 eV
Multiplicity = 1



2.
Computed, not measured: one molecule with the formula C3H7OP, with ωB97M-V/def2-TZVPD.

Each line ends with the Mulliken charge.
Positions of all 12 atoms, in Å:
C: 1.11 -0.70 0.11  0.181
C: -1.51 -0.62 0.15  -1.176
C: -0.26 0.25 0.27  -0.446
O: 1.17 -1.91 0.09  -0.429
P: 2.64 0.45 0.06  -0.018
H: -1.79 -1.09 -0.74  0.356
H: -2.23 0.08 0.33  0.377
H: -1.41 -1.41 0.99  0.265
H: -0.04 0.39 1.32  0.316
H: -0.21 0.99 -0.41  0.512
H: 3.05 -0.14 -1.10  0.035
H: 1.88 1.39 -0.74  0.028

Properties
Highest occupied orbital energy (alpha / beta) = -5.425 / -10.505 eV
<S²> = 2.010
Net charge = 0
Kohn-Sham gap (alpha / beta) = 6.352 / 8.351 eV
Energy relative to the best compared isomer or geometry (same formula, charge and spin) = 218.8 kJ/mol
Lowest unoccupied orbital energy (alpha / beta) = 0.93 / -2.15 eV
Multiplicity = 3



3.
Computed, not measured: C46H51FeNO6P3 as an isolated structure, with ωB97M-V/def2-TZVPD.

Each line ends with the Mulliken charge.
Positions of all 108 atoms, in Å:
Fe: 0.40 -0.07 -0.36  2.085
C: -2.39 -1.75 -0.37  -1.121
P: -0.71 -2.33 0.07  1.368
C: -0.98 -3.19 1.67  0.633
C: -0.14 -4.24 2.04  -0.691
C: -0.31 -4.88 3.26  -0.800
C: -1.32 -4.49 4.12  -0.546
C: -2.14 -3.43 3.77  -0.765
C: -1.97 -2.77 2.56  -0.367
C: -0.42 -3.75 -1.05  0.906
C: -1.44 -4.38 -1.76  -0.640
C: -1.15 -5.48 -2.56  -0.754
C: 0.14 -5.96 -2.67  -0.740
C: 1.16 -5.33 -1.97  -0.764
C: 0.89 -4.23 -1.17  -0.204
C: -2.27 -0.95 -1.61  -0.189
C: -3.13 -0.79 -2.69  -1.134
C: -2.59 0.22 -3.50  -1.386
C: -1.42 0.63 -2.90  -0.644
C: -0.44 1.69 -3.29  -1.447
P: 1.03 1.54 -2.19  2.004
C: 1.10 3.08 -1.21  0.522
C: 2.30 3.75 -0.98  -0.823
C: 2.36 4.76 -0.04  -0.825
C: 1.22 5.11 0.69  -0.806
C: 0.02 4.45 0.45  -0.538
C: -0.03 3.43 -0.49  0.092
C: 2.44 1.75 -3.33  0.239
C: 2.37 2.62 -4.41  -0.460
C: 3.48 2.80 -5.23  -0.798
C: 4.66 2.12 -4.96  -0.509
C: 4.73 1.25 -3.88  -0.804
C: 3.62 1.07 -3.07  -0.212
N: -1.23 -0.09 -1.76  1.815
H: -2.68 -1.09 0.44  -0.147
H: -3.11 -2.56 -0.43  0.673
H: 0.65 -4.57 1.37  0.376
H: 0.34 -5.70 3.53  0.436
H: -1.45 -4.99 5.07  0.394
H: -2.92 -3.10 4.44  0.471
H: -2.60 -1.92 2.32  0.302
H: -2.45 -4.03 -1.69  0.290
H: -1.96 -5.96 -3.10  0.439
H: 0.35 -6.81 -3.29  0.393
H: 2.18 -5.69 -2.06  0.457
H: 1.69 -3.75 -0.64  0.341
H: -4.05 -1.34 -2.84  0.548
H: -3.01 0.61 -4.42  0.503
H: -0.87 2.70 -3.19  0.389
H: -0.12 1.55 -4.32  0.825
H: 3.20 3.48 -1.52  0.363
H: 3.29 5.28 0.14  0.404
H: 1.28 5.87 1.45  0.417
H: -0.87 4.71 1.01  0.309
H: -0.96 2.88 -0.62  -0.197
H: 1.47 3.18 -4.62  0.460
H: 3.42 3.48 -6.07  0.426
H: 5.53 2.27 -5.59  0.390
H: 5.65 0.72 -3.67  0.451
H: 3.66 0.39 -2.23  0.428
C: 3.23 -1.64 2.27  -1.948
C: 2.88 -1.20 0.87  0.344
O: 2.16 -0.20 0.74  -0.400
C: 3.38 -1.94 -0.26  0.548
C: 4.52 -2.77 -0.13  -0.855
C: 5.04 -3.45 -1.19  -0.913
C: 4.44 -3.32 -2.46  -0.786
C: 3.33 -2.53 -2.62  -0.104
C: 2.74 -1.82 -1.53  0.538
O: 1.66 -1.16 -1.74  -0.460
H: 2.55 -1.14 2.97  0.245
H: 4.25 -1.34 2.53  0.441
H: 3.14 -2.72 2.38  0.466
H: 5.00 -2.85 0.84  0.419
H: 5.93 -4.06 -1.07  0.417
H: 4.85 -3.84 -3.31  0.459
H: 2.85 -2.41 -3.59  0.484
C: -4.91 1.70 0.41  -1.558
C: -3.90 2.84 0.54  1.685
C: -4.27 3.73 1.73  -1.648
C: -3.88 3.64 -0.76  -1.592
O: -2.54 2.37 0.69  0.545
P: -1.95 1.33 1.75  -1.342
O: -2.93 0.37 2.29  -0.931
O: -0.70 0.77 1.09  0.823
O: -1.44 2.36 2.87  0.003
C: -0.88 1.96 4.14  2.062
C: -0.10 0.65 4.07  -1.710
C: 0.05 3.09 4.54  -1.878
C: -2.03 1.81 5.14  -1.821
H: -5.90 2.12 0.20  0.476
H: -4.95 1.12 1.32  0.331
H: -4.63 1.05 -0.42  0.292
H: -5.27 4.12 1.60  0.485
H: -3.56 4.56 1.81  0.268
H: -4.23 3.14 2.65  0.313
H: -4.87 4.06 -0.96  0.491
H: -3.60 2.99 -1.58  0.270
H: -3.16 4.46 -0.69  0.305
H: 0.66 0.71 3.29  0.248
H: -0.77 -0.18 3.82  0.301
H: 0.38 0.44 5.02  0.642
H: 0.82 3.22 3.77  0.328
H: 0.53 2.88 5.49  0.428
H: -0.51 4.03 4.63  0.362
H: -2.74 1.07 4.75  0.273
H: -2.55 2.76 5.29  0.380
H: -1.65 1.46 6.10  0.439

Properties
Highest occupied orbital energy (alpha / beta) = -7.073 / -7.074 eV
<S²> = 1.107
Net charge = 0
Kohn-Sham gap (alpha / beta) = 5.158 / 6.614 eV
Lowest unoccupied orbital energy (alpha / beta) = -1.91 / -0.46 eV
Multiplicity = 2



4.
Computed, not measured: a 7-piece molecular cluster, C25H44IN9O7 overall, with ωB97M-V/def2-TZVPD.

Each line ends with the Mulliken charge.
Positions of all 86 atoms, in Å:
N: -3.26 -0.98 0.77  -0.615
C: -2.18 -0.04 1.04  -0.588
N: -1.46 0.31 -0.22  0.213
C: -0.13 0.22 -0.21  -0.092
C: 0.61 0.56 -1.31  -0.865
C: -0.04 0.99 -2.49  -0.017
C: 0.84 1.37 -3.64  0.876
C: 0.88 0.70 -4.86  -0.506
C: 1.71 1.18 -5.85  -0.112
N: 2.48 2.25 -5.69  0.232
C: 3.36 2.81 -6.74  -0.267
C: 3.87 1.77 -7.78  0.110
O: 4.12 0.64 -7.52  -0.400
I: 4.15 2.54 -9.78  0.115
C: 2.48 2.89 -4.50  -0.471
C: 1.69 2.49 -3.46  -0.581
C: -1.43 1.04 -2.49  -0.560
C: -2.09 0.68 -1.32  -0.227
H: -2.77 -1.85 0.54  0.239
H: -3.68 -1.18 1.69  0.342
H: -2.55 0.86 1.57  0.371
H: -1.47 -0.52 1.73  0.194
H: 0.41 -0.08 0.69  0.411
H: 1.70 0.48 -1.28  0.499
H: 0.25 -0.18 -5.02  0.483
H: 1.72 0.67 -6.81  0.509
H: 2.84 3.63 -7.27  0.132
H: 4.26 3.26 -6.28  0.416
H: 3.13 3.75 -4.36  0.377
H: 1.71 3.05 -2.53  0.533
H: -1.99 1.35 -3.38  0.851
H: -3.18 0.74 -1.34  0.449
O: -2.96 0.42 4.29  -0.621
C: -2.75 1.40 4.99  0.687
N: -1.80 2.31 4.67  -0.343
C: -3.52 1.67 6.26  -0.955
H: -1.60 3.12 5.22  0.185
H: -1.27 2.16 3.83  0.179
H: -3.38 0.83 6.94  0.267
H: -4.58 1.76 6.01  0.264
H: -3.20 2.58 6.75  0.348
O: -3.79 -3.13 2.70  -0.673
C: -3.10 -3.78 3.48  0.655
N: -2.18 -3.18 4.26  -0.168
C: -3.24 -5.27 3.63  -0.997
H: -1.60 -3.68 4.92  0.110
H: -2.07 -2.18 4.18  0.155
H: -3.03 -5.75 2.67  0.264
H: -4.25 -5.51 3.94  0.282
H: -2.55 -5.67 4.37  0.316
O: -0.55 -3.73 7.29  -0.625
C: 0.67 -3.67 7.20  0.720
N: 1.28 -3.38 6.02  -0.325
C: 1.59 -3.92 8.37  -0.895
H: 2.28 -3.33 5.91  0.185
H: 0.69 -3.21 5.22  0.178
H: 1.42 -4.92 8.75  0.251
H: 1.37 -3.19 9.15  0.268
H: 2.63 -3.82 8.09  0.292
O: 3.88 -5.03 9.55  -0.594
C: 4.78 -5.84 9.66  0.611
N: 4.62 -7.13 9.26  -0.369
C: 6.13 -5.50 10.24  -0.900
H: 5.33 -7.83 9.34  0.191
H: 3.72 -7.39 8.87  0.217
H: 5.99 -5.14 11.26  0.258
H: 6.58 -4.71 9.64  0.244
H: 6.80 -6.36 10.26  0.325
O: -2.34 1.92 -5.14  -0.718
C: -2.34 2.74 -6.06  0.691
N: -1.22 3.39 -6.44  -0.156
C: -3.58 3.08 -6.84  -1.033
H: -1.19 4.07 -7.19  0.365
H: -0.37 3.19 -5.93  -0.014
H: -4.33 3.48 -6.15  0.286
H: -3.96 2.18 -7.31  0.313
H: -3.38 3.82 -7.61  0.293
O: -1.74 5.00 -8.05  -0.653
C: -0.74 5.09 -8.75  0.614
N: -0.76 4.72 -10.05  -0.393
C: 0.57 5.60 -8.22  -0.506
H: 0.03 4.78 -10.66  0.183
H: -1.63 4.37 -10.42  0.234
H: 0.90 4.96 -7.40  -0.212
H: 0.44 6.62 -7.86  0.298
H: 1.35 5.61 -8.99  0.372

Properties
Highest occupied orbital energy = -12.195 eV
Net charge = +2
Kohn-Sham gap = 5.290 eV
Lowest unoccupied orbital energy = -6.90 eV
Multiplicity = 1



In eV, the DFT total energy values for the records above are, in order, -62458.4929, -14555.3176, -124563.1021, -62471.5579.
In eV/A, the max |F| values for the records above are, in order, 3.361, 5.938, 2.603, 2.506.